# 1
ORCA calculation (the ωB97M-V functional and the def2-TZVPD basis) on a 8-piece molecular cluster, C35H67N10O4P2 overall at a distorted geometry.

Summary:
Lowest unoccupied orbital energy (eV): -4.56
Charge: +1
Highest occupied orbital energy (Ha): -0.4303
Spin multiplicity: 1
Relative energy (zero: lowest compared OMol25 entry of this formula, charge and spin) (kcal per mole): 24.05
Orbital gap (eV): 7.152

XYZ file:
```
118
Properties=species:S:1:pos:R:3:forces:R:3:lowdin_charge:R:1
C 0.4410 1.3024 0.7555 0.6 -0.5 0.4 -0.0109
C 1.1071 -0.0832 0.5680 -0.8 0.3 0.3 -0.4073
O 2.5095 0.0583 0.4366 -0.2 0.1 -0.1 -0.0473
C 0.4739 -0.8780 -0.6236 0.2 -0.2 1.4 -0.0704
C -0.0522 -2.2166 -0.0739 1.0 0.4 -0.7 -0.3527
C -0.1379 -3.3732 -1.0805 0.4 0.0 0.8 -0.1524
C -0.5317 -4.6235 -0.2824 -0.7 -0.4 -3.0 -0.1231
N -1.5657 -4.3877 0.7746 3.3 -0.8 1.8 0.1433
C -1.4215 -3.2661 1.4426 -0.8 1.5 -1.3 -0.4314
N -1.3000 -3.2320 2.7770 0.0 -0.2 1.0 0.2073
N -1.3489 -2.0434 0.6861 -0.7 -0.9 0.0 -0.2135
P -2.7587 -2.0395 -0.4025 -1.0 -1.4 -0.4 0.9378
P -4.0964 -0.4468 0.2499 -0.6 2.6 -1.2 0.2689
O -3.8252 0.7532 -0.5592 0.6 0.0 0.1 -0.3373
O -3.9924 -0.1090 1.8314 0.0 -1.4 -0.6 -0.1734
O -5.5628 -0.9754 -0.1364 1.0 -0.4 1.3 -0.1860
H 0.2462 1.4735 1.8202 0.1 0.1 -0.1 0.0653
H -0.5234 1.3305 0.2456 0.2 0.3 -0.2 0.0726
H 1.1485 2.0714 0.4354 -0.4 0.1 -0.2 0.0836
H 0.9430 -0.6124 1.5225 -0.2 -0.3 -0.3 0.1250
H 2.9187 -0.8121 0.4895 0.1 0.0 0.0 0.1038
H 1.2873 -1.0559 -1.3323 -0.3 -0.1 -0.2 0.1357
H -0.3420 -0.3065 -1.0722 0.2 -0.1 -0.2 0.1027
H 0.6810 -2.5385 0.6871 -0.1 0.0 -0.1 0.1474
H 0.8819 -3.5433 -1.4477 -0.1 0.0 0.0 0.1232
H -0.7428 -3.1761 -1.9671 -0.2 0.0 0.3 0.1046
H -0.9649 -5.3425 -0.9864 0.0 0.0 0.3 0.1293
H 0.3865 -5.0861 0.0939 -0.4 0.1 0.8 0.1314
H -1.4785 -5.1731 1.4321 -0.7 -0.1 0.0 0.1293
H -0.4136 -3.5003 3.1781 -0.3 -0.7 0.0 0.1131
H -2.0176 -2.9377 3.4221 0.1 0.7 -0.3 0.1350
H -2.2807 -1.5608 -1.6494 0.1 0.6 0.6 -0.0327
H -3.0611 0.0724 2.0292 -0.1 0.2 0.1 0.0660
H -6.2397 -0.5655 0.4423 0.0 -0.2 0.1 0.0228
C 1.9770 -7.9697 5.4884 0.0 0.0 0.0 -0.1022
C 2.1095 -6.4722 5.2351 0.2 -0.3 0.0 -0.2573
C 0.7603 -5.7438 5.2552 0.1 -0.3 -0.3 -0.1819
C -0.1283 -6.2759 4.2045 0.5 0.5 0.9 -0.2353
N -0.8139 -6.6779 3.3840 -0.5 0.0 -0.8 0.1520
H 1.3880 -8.4583 4.7104 0.0 0.0 0.0 0.0722
H 2.9593 -8.4405 5.4953 0.0 0.0 0.0 0.0790
H 1.5016 -8.1645 6.4515 0.0 0.0 0.0 0.0819
H 2.5987 -6.3141 4.2713 0.0 0.1 0.0 0.1128
H 2.7560 -6.0351 5.9974 -0.1 0.1 0.0 0.1137
H 0.9058 -4.6751 5.0844 -0.1 0.0 0.0 0.1066
H 0.2714 -5.8670 6.2225 -0.1 0.0 0.0 0.1265
C 3.0382 -5.4516 -4.5707 0.0 0.0 0.0 -0.1065
C 3.1090 -6.8108 -3.8834 0.0 0.2 -0.3 -0.2571
C 2.4786 -6.8062 -2.4868 0.4 0.1 0.0 -0.1872
C 3.1789 -5.8505 -1.6086 -0.7 -0.8 -0.5 -0.2512
N 3.7199 -5.1083 -0.9303 0.3 0.7 0.6 0.1450
H 3.5961 -4.6933 -4.0184 0.0 0.0 0.0 0.0711
H 3.4699 -5.5080 -5.5693 0.0 0.0 0.0 0.0774
H 2.0034 -5.1141 -4.6685 0.0 0.0 0.0 0.0742
H 4.1527 -7.1220 -3.8132 0.0 -0.1 0.1 0.1163
H 2.5949 -7.5508 -4.4990 0.0 -0.1 0.1 0.1118
H 2.5394 -7.7989 -2.0399 0.0 0.0 0.1 0.1194
H 1.4249 -6.5251 -2.5443 0.0 0.0 0.0 0.1070
C 4.2683 1.9543 -1.4293 -0.1 -0.1 0.0 -0.1039
C 3.9112 3.3941 -1.0770 -0.1 -0.3 0.0 -0.2632
C 4.7353 4.4229 -1.8578 0.1 -0.1 0.3 -0.1846
C 6.1699 4.2587 -1.5665 -1.1 0.3 -0.4 -0.2284
N 7.2794 4.1298 -1.3335 0.8 -0.2 0.2 0.1623
H 5.3062 1.7272 -1.1778 0.0 0.1 -0.1 0.0755
H 3.6368 1.2609 -0.8698 0.2 0.2 -0.2 0.0361
H 4.1242 1.7641 -2.4964 0.0 0.0 0.0 0.0799
H 4.0563 3.5453 -0.0050 0.0 0.1 0.0 0.1147
H 2.8514 3.5615 -1.2843 0.0 0.1 0.0 0.1036
H 4.4369 5.4351 -1.5827 0.1 0.0 0.0 0.1155
H 4.5790 4.3045 -2.9311 0.1 0.0 0.0 0.1189
C -4.6718 3.4719 -4.7848 0.0 0.0 0.0 -0.1093
C -5.2042 2.0564 -4.5911 0.0 0.2 -0.2 -0.2607
C -4.4583 1.2842 -3.4971 0.0 0.2 -0.4 -0.2026
C -3.0305 1.1506 -3.8324 -1.1 0.0 0.5 -0.2492
N -1.9232 1.0472 -4.0915 0.9 -0.2 -0.2 0.1366
H -3.6305 3.4670 -5.1107 0.0 0.0 0.1 0.0709
H -5.2486 3.9941 -5.5485 0.0 0.0 0.0 0.0730
H -4.7386 4.0461 -3.8583 0.0 0.0 0.0 0.0775
H -5.1332 1.5165 -5.5381 0.0 -0.1 0.1 0.1105
H -6.2628 2.1048 -4.3283 0.0 -0.1 0.1 0.1072
H -4.8818 0.2855 -3.3864 0.1 0.0 0.1 0.1127
H -4.5439 1.7921 -2.5382 0.1 -0.1 0.0 0.0934
C -0.6200 5.8586 2.9542 0.0 0.0 -0.1 -0.1051
C -0.9744 4.4031 3.2381 -0.1 0.3 -0.2 -0.2686
C -0.1461 3.8046 4.3775 0.3 0.1 -0.3 -0.1889
C 1.2925 3.8414 4.0358 -1.2 -0.2 0.5 -0.2432
N 2.4006 3.8664 3.7655 0.8 0.0 -0.3 0.1513
H 0.4172 5.9627 2.6325 0.0 0.0 0.1 0.0723
H -1.2488 6.2539 2.1563 0.0 0.0 0.0 0.0746
H -0.7682 6.4785 3.8404 0.0 0.0 0.0 0.0797
H -0.8260 3.8159 2.3283 0.0 -0.1 0.1 0.0949
H -2.0348 4.3389 3.4912 0.0 -0.1 0.1 0.1085
H -0.4381 2.7691 4.5568 0.1 0.0 0.1 0.1072
H -0.3029 4.3633 5.3010 0.1 0.0 0.0 0.1194
C 8.8168 7.1051 -2.2428 0.0 0.0 0.1 -0.1131
C 7.6064 7.8330 -2.8147 0.1 -0.2 0.2 -0.2714
C 7.9838 8.9276 -3.8182 0.0 0.1 0.3 -0.1898
C 8.8231 9.9517 -3.1728 -0.6 -0.7 -0.7 -0.2427
N 9.4694 10.7441 -2.6672 0.5 0.6 0.4 0.1453
H 9.4636 7.7819 -1.6820 0.0 0.1 -0.1 0.0721
H 8.4970 6.3192 -1.5597 0.1 0.0 -0.1 0.0353
H 9.4081 6.6443 -3.0370 0.0 0.0 0.0 0.0801
H 7.0322 8.2701 -1.9944 0.0 0.1 -0.1 0.1105
H 6.9562 7.1082 -3.3112 0.0 0.1 -0.1 0.0987
H 7.0869 9.4089 -4.2094 0.1 0.1 0.0 0.1133
H 8.5330 8.5024 -4.6594 0.0 0.0 0.0 0.1181
C -10.3012 -2.0022 2.1759 0.0 0.0 0.0 -0.1075
C -10.4708 -0.5527 2.6179 -0.1 -0.3 0.0 -0.2566
C -9.5623 0.4156 1.8519 0.1 -0.2 0.3 -0.1660
C -8.1466 0.0723 2.0659 -1.1 0.5 -0.3 -0.1806
N -7.0504 -0.1975 2.2448 0.7 -0.2 0.0 0.1696
H -9.2893 -2.3644 2.3670 0.0 0.0 0.0 0.0690
H -10.9858 -2.6487 2.7242 0.0 0.0 0.0 0.0762
H -10.5102 -2.1148 1.1100 0.0 0.0 0.0 0.0788
H -10.2663 -0.4791 3.6878 0.0 0.1 0.0 0.1141
H -11.5087 -0.2520 2.4689 0.1 0.1 0.0 0.1123
H -9.7266 1.4387 2.1908 0.1 0.0 -0.1 0.1227
H -9.7739 0.3760 0.7824 0.1 0.0 0.0 0.1251
```
Forces are in eV/Å.


# 2
ORCA calculation (the ωB97M-V functional and the def2-TZVPD basis) on an isolated ion of composition C6H14NO and charge +1 at a distorted geometry.

Summary:
Lowest unoccupied orbital energy (eV): -3.18
Charge: +1
SMILES: CO[C@H](C)[C@]1(C)C[NH2+]1
Highest occupied orbital energy (Ha): -0.4995
Spin multiplicity: 1
Relative energy (zero: lowest compared OMol25 entry of this formula, charge and spin) (kcal per mole): 82.71
Orbital gap (eV): 10.415

XYZ file:
```
22
Properties=species:S:1:pos:R:3:forces:R:3:nbo_charge:R:1
C -1.4454 -0.5294 -1.3958 -1.0 -2.9 0.5 -0.2374
C -0.7396 -0.2785 -0.1412 2.8 3.0 1.0 0.1060
C -0.7751 -1.2186 1.0988 3.1 3.4 -0.8 -0.6757
C 0.6489 1.7539 1.1371 1.2 -0.4 -1.5 -0.6446
C 2.1828 -0.9294 -0.8230 -1.0 1.1 0.5 -0.2514
C 0.7850 0.8244 -0.0845 -2.5 -1.9 2.3 0.2041
N -2.0414 0.4903 -0.4305 -0.2 -1.9 1.5 -0.5815
O 1.8012 -0.0415 0.2125 -0.3 1.5 0.2 -0.5296
H -1.2776 -0.0096 -2.3600 0.3 -0.7 0.7 0.2566
H -1.8071 -1.6496 -1.4049 -0.2 2.6 -0.4 0.2654
H 0.2305 -1.6167 1.1593 0.0 -1.1 -0.6 0.2722
H -1.5600 -1.8546 1.1728 -2.2 -2.3 -0.1 0.2297
H -0.6491 -0.6804 2.0455 -0.8 0.7 -0.3 0.2550
H 0.9266 1.1409 1.9602 0.1 -0.3 0.9 0.2341
H -0.3465 2.0861 1.2528 -1.0 0.7 0.2 0.2026
H 1.3734 2.5917 1.0962 -0.6 -0.4 -0.2 0.2503
H 1.8798 -0.4026 -1.7553 1.2 -0.7 0.0 0.1762
H 1.4802 -1.7529 -0.6961 0.7 -0.8 -0.4 0.1714
H 3.2296 -1.0638 -0.5177 -0.3 -0.8 -1.3 0.2392
H 0.7961 1.3322 -1.0304 0.3 0.0 -0.8 0.1753
H -1.9430 1.3825 -0.8317 0.1 1.5 -0.2 0.4250
H -2.7494 0.4254 0.3358 0.4 -0.4 -1.4 0.4570
```
Forces are in eV/Å.